Record 1
100
Properties=species:S:1:pos:R:3:lowdin_spin:R:1 method="wB97M-V/def2-TZVPD" multiplicity=2 charge=-2 lumo_ev="3.42 / 3.42"
C 0.9854 -0.6802 0.6467 0.00
C -0.0813 0.1272 -0.1526 0.00
C -1.2270 0.3692 0.8059 0.00
O 0.4908 1.2534 -0.7297 0.00
H 0.6349 -1.6357 1.0370 0.00
H 1.3162 -0.1784 1.5560 0.00
H 1.7775 -1.0238 -0.0186 0.00
H -0.3921 -0.5929 -0.9095 0.00
H -1.6805 -0.5736 1.1115 0.00
H -2.0205 0.9665 0.3568 0.00
H -0.7973 0.8478 1.6859 0.00
C 2.7089 2.8959 1.6288 0.00
O 1.3237 2.7787 1.7840 0.00
H 2.8675 3.8822 2.0650 0.00
H 3.2139 2.1079 2.1876 0.00
H 3.0096 2.9258 0.5816 0.00
H 0.9786 2.2725 1.0449 0.00
C 1.3446 -3.4200 -1.9940 0.00
O 2.4976 -4.1496 -2.2161 0.00
H 0.7617 -3.7829 -1.1475 0.00
H 1.6906 -2.4176 -1.7418 0.00
H 0.7495 -3.2617 -2.8934 0.00
H 3.2571 -3.6331 -1.9367 0.00
C -0.7687 4.6599 0.2946 0.00
O -0.6610 3.9129 -0.8810 0.00
H -1.3631 5.5578 0.1255 0.00
H -1.3074 4.1244 1.0764 0.00
H 0.2208 4.9725 0.6280 0.00
H -0.2732 3.0496 -0.7201 0.00
C 3.9249 1.3747 -2.3139 0.00
O 3.4213 0.7319 -1.1388 0.00
H 4.2459 0.7099 -3.1159 0.00
H 3.1286 1.9707 -2.7597 0.00
H 4.7341 2.0361 -2.0044 0.00
H 2.4673 0.8394 -1.1286 0.00
C 5.7123 -1.3430 -2.0305 0.00
O 4.4240 -1.8707 -1.7299 0.00
H 6.5540 -2.0198 -1.8832 0.00
H 5.8104 -1.0980 -3.0881 0.00
H 5.9258 -0.4286 -1.4771 0.00
H 3.9463 -1.0702 -1.5008 0.00
O -6.5578 0.6755 -1.9443 0.00
S -5.2819 0.9233 -1.3206 0.00
O -4.0977 1.3232 -2.0529 0.00
O -5.5306 1.9182 0.0741 0.00
C -5.3229 3.3264 -0.0982 0.00
C -4.9714 4.0731 1.1855 0.00
C -4.8739 -0.6367 -0.4987 0.00
H -6.1778 3.7846 -0.5954 0.00
H -4.5220 3.4365 -0.8293 0.00
H -5.8344 4.0514 1.8510 0.00
H -4.6896 5.1143 1.0289 0.00
H -4.1213 3.5308 1.5993 0.00
H -3.8915 -0.6529 -0.0268 0.00
H -4.7475 -1.3162 -1.3416 0.00
H -5.6927 -0.9358 0.1557 0.00
O 5.5120 -3.4830 1.4013 0.00
S 4.5555 -3.4453 2.5041 0.00
O 4.9118 -4.0658 3.7458 0.00
O 4.2206 -1.9267 2.8239 0.00
C 4.1503 -0.9285 1.8422 0.00
C 5.5398 -0.2910 1.8140 0.00
C 2.8896 -4.1262 1.9181 0.00
H 3.4246 -0.1594 2.1068 0.00
H 3.9076 -1.2664 0.8348 0.00
H 6.3275 -0.9900 1.5328 0.00
H 5.7764 0.0992 2.8039 0.00
H 5.6064 0.5356 1.1066 0.00
H 2.3079 -4.3641 2.8087 0.00
H 3.0880 -5.0227 1.3307 0.00
H 2.3628 -3.4774 1.2183 0.00
O -3.1650 0.9349 -4.9690 0.00
S -3.3305 -0.2401 -5.8032 0.00
O -2.8470 -0.1872 -7.2262 0.00
O -2.5501 -1.5295 -5.0329 0.00
C -2.9054 -1.7132 -3.6955 0.00
C -1.7498 -2.3365 -2.9856 0.00
C -5.1171 -0.8370 -5.7279 0.00
H -3.7877 -2.3311 -3.5287 0.00
H -3.1228 -0.7554 -3.2227 0.00
H -1.4473 -3.2961 -3.4049 0.00
H -1.8664 -2.4250 -1.9055 0.00
H -0.9095 -1.6556 -3.1209 0.00
H -5.4787 -0.6729 -4.7128 0.00
H -5.1551 -1.8824 -6.0342 0.00
H -5.6542 -0.2078 -6.4377 0.00
C -3.3110 0.3994 4.5789 0.00
N -2.6191 1.6560 4.1770 0.01
O -3.3090 2.4909 3.6380 0.01
O -1.4265 1.8027 4.4268 0.00
H -3.5781 -0.0453 3.6202 0.00
H -4.2115 0.5887 5.1630 0.00
H -2.5631 -0.2497 5.0344 0.01
C 1.5493 -0.0750 4.6589 0.03
N 0.7411 -1.2811 4.1892 0.42
O -0.4858 -1.2209 4.1721 0.24
O 1.3381 -2.3098 3.8649 0.25
H 1.5971 -0.1557 5.7449 0.02
H 1.0406 0.8240 4.3108 0.00
H 2.5048 -0.1799 4.1451 0.00



Record 2
87
Properties=species:S:1:pos:R:3:lowdin_spin:R:1 method="wB97M-V/def2-TZVPD" multiplicity=4 charge=+1 relative_energy_kcal_mol=79.40 lumo_ev="-3.11 / -3.25"
V -0.4944 -2.7530 -1.3345 2.92
O -1.5154 -1.7152 2.6039 0.00
H -1.4046 -1.5321 1.6681 0.00
H -1.7411 -2.6074 2.8769 0.00
H -0.8006 -1.3236 3.1111 0.00
O 3.2178 -2.1297 -3.4307 0.00
H 2.7779 -2.6784 -2.7772 0.00
H 2.5602 -1.4705 -3.6644 0.00
H 3.3407 -2.7100 -4.1855 0.00
C -3.5682 -2.6762 -2.9586 0.00
C -2.4938 -2.0197 -3.7456 0.00
C -2.7471 -0.5025 -3.9311 0.00
O -1.1508 -2.2285 -3.3755 0.01
H -4.5763 -2.2698 -2.8763 0.00
H -3.2565 -2.6486 -1.9145 0.00
H -3.5771 -3.7429 -3.1824 0.00
H -2.5946 -2.3824 -4.7685 0.00
H -2.6968 0.0171 -2.9742 0.00
H -3.7848 -0.4796 -4.2637 0.00
H -2.2581 0.0272 -4.7486 0.00
C 2.4552 -3.7296 0.9131 0.00
C 2.7622 -3.7588 -0.5310 0.00
C 3.2848 -5.1068 -1.0779 0.00
O 1.7514 -3.1574 -1.3024 0.03
H 3.2807 -4.1104 1.5145 0.00
H 1.5645 -4.2648 1.2421 0.00
H 2.3780 -2.7413 1.3664 0.00
H 3.6663 -3.1502 -0.5156 0.00
H 2.5466 -5.9063 -1.1407 0.00
H 3.8235 -5.6215 -0.2823 0.00
H 3.9177 -5.0363 -1.9625 0.00
C 1.4564 -0.0051 0.7646 0.00
C 0.1507 0.1179 -0.0246 0.00
C 0.4299 0.4222 -1.4927 0.00
O -0.6439 -1.0262 0.1331 0.02
H 1.5112 -0.3570 1.7947 0.00
H 1.9755 0.9533 0.7793 0.00
H 2.1210 -0.5428 0.0883 0.00
H -0.5007 0.9077 0.3498 0.00
H -0.4988 0.4169 -2.0633 0.00
H 1.2159 -0.1661 -1.9662 0.00
H 0.6643 1.4839 -1.5693 0.00
C 1.9558 -1.5875 6.1218 0.00
C 1.5544 -1.6141 4.6749 0.00
O 0.1279 -1.4452 4.4642 0.00
H 3.0239 -1.6226 6.3365 0.00
H 1.5690 -2.4431 6.6754 0.00
H 1.6233 -0.6953 6.6525 0.00
H 2.0428 -2.4215 4.1294 0.00
H 2.0969 -0.8117 4.1749 0.00
H -0.2380 -1.1991 5.3170 0.00
C -1.1173 3.6607 0.3129 0.00
C -2.4234 3.3845 0.9318 0.00
O -2.6295 4.3724 1.9321 0.00
H -1.0374 4.6423 -0.1541 0.00
H -0.7400 2.9811 -0.4513 0.00
H -0.3832 3.6649 1.1185 0.00
H -2.3567 2.4185 1.4324 0.00
H -3.2839 3.5069 0.2740 0.00
H -3.5679 4.5434 1.8238 0.00
C -5.0306 0.8747 -0.7573 0.00
C -4.4125 0.7103 0.6568 0.00
O -5.0005 -0.3950 1.1968 0.00
H -6.1062 0.9239 -0.5878 0.00
H -4.7318 -0.0327 -1.2821 0.00
H -4.7208 1.8238 -1.1946 0.00
H -4.5677 1.4860 1.4066 0.00
H -3.3285 0.5975 0.6357 0.00
H -4.8360 -1.2204 0.7352 0.00
C 2.9411 1.8250 -3.8409 0.00
C 2.9491 3.2786 -4.3793 0.00
O 4.2316 3.6717 -4.7954 0.00
H 1.9648 1.7533 -3.3616 0.00
H 3.6127 1.7326 -2.9874 0.00
H 3.0800 0.9893 -4.5268 0.00
H 2.6484 3.9495 -3.5745 0.00
H 2.2885 3.4640 -5.2262 0.00
H 4.4891 3.3785 -5.6725 0.00
C 0.6778 2.9516 3.7700 0.00
C 1.0579 4.3186 3.2552 0.00
O -0.0563 5.2121 3.2633 0.00
H -0.2806 2.6690 3.3345 0.00
H 0.5269 2.8285 4.8425 0.00
H 1.4088 2.2407 3.3849 0.00
H 1.3513 4.2166 2.2104 0.00
H 1.8535 4.8603 3.7667 0.00
H -0.7759 4.7618 2.8150 0.00